No. 1
The following is a DFT calculation (ωB97M-V/def2-TZVPD) of a structure of composition C40H55N5O4PRuS2Se2Te in a non-equilibrium geometry.

Structure (XYZ):
```
111
Properties=species:S:1:pos:R:3
Ru 1.169 -1.101 -1.054
Se -1.222 -1.030 -2.685
Se 2.557 -0.983 -3.227
C 2.507 0.615 -4.119
C 2.802 0.848 -5.453
C 2.961 2.124 -5.965
C 3.003 3.218 -5.055
C 2.664 3.059 -3.765
N 2.047 1.801 -3.360
C -0.447 -2.703 -2.839
C -0.917 -3.780 -3.605
C -0.195 -4.945 -3.653
C 1.006 -5.033 -2.934
C 1.394 -3.951 -2.185
N 0.676 -2.808 -2.138
H 2.972 -0.019 -6.077
H 3.189 2.277 -7.009
H 3.376 4.181 -5.378
H 2.751 3.791 -2.978
H -1.847 -3.658 -4.143
H -0.547 -5.783 -4.242
H 1.620 -5.922 -2.951
H 2.310 -3.948 -1.609
C 5.360 2.375 1.721
C 5.818 0.964 1.424
O 4.714 0.040 1.425
P 3.873 -0.332 0.119
S 2.794 -1.958 0.476
S 2.618 1.151 -0.350
O 4.970 -0.526 -1.020
C 5.590 -1.790 -1.318
C 6.551 -2.231 -0.237
H 6.233 3.019 1.851
H 4.774 2.399 2.641
H 4.748 2.775 0.914
H 6.488 0.603 2.203
H 6.340 0.899 0.468
H 6.096 -1.625 -2.268
H 4.803 -2.530 -1.474
H 7.375 -1.525 -0.124
H 6.971 -3.202 -0.503
H 6.044 -2.335 0.723
C -0.475 3.690 0.867
N -0.570 3.773 -0.576
C -0.742 5.096 -1.141
C -1.318 4.980 -2.534
C -0.382 4.142 -3.375
N -0.048 2.899 -2.679
C 0.518 1.841 -3.436
C -0.332 2.663 -1.333
O -0.280 1.530 -0.857
H 0.195 4.479 1.220
H -0.056 2.730 1.138
H -1.448 3.806 1.349
H 0.215 5.635 -1.165
H -1.412 5.656 -0.485
H -1.444 5.964 -2.985
H -2.300 4.504 -2.479
H 0.526 4.704 -3.611
H -0.853 3.875 -4.323
H 2.286 1.599 -2.365
H 0.279 1.930 -4.495
H 0.192 0.868 -3.074
C 0.196 -4.169 0.624
C -0.728 -3.036 0.257
O -1.847 -3.270 -0.206
N -0.298 -1.776 0.605
Te -2.020 -0.733 0.475
C -3.400 -1.904 1.605
C -4.588 -2.232 0.942
C -4.860 -1.865 -0.492
C -5.539 -2.991 1.617
C -5.332 -3.440 2.912
C -6.368 -4.264 3.625
C -4.132 -3.123 3.531
C -3.149 -2.366 2.900
C -1.875 -2.107 3.658
C -1.775 0.635 2.112
C -0.628 0.836 2.893
C 0.708 0.208 2.624
C -0.710 1.715 3.970
C -1.867 2.417 4.281
C -1.910 3.352 5.457
C -2.965 2.247 3.454
C -2.938 1.374 2.370
C -4.178 1.289 1.515
H 0.005 -5.023 -0.022
H -0.053 -4.446 1.653
H 1.244 -3.895 0.602
H -4.512 -0.867 -0.761
H -5.930 -1.904 -0.695
H -4.350 -2.559 -1.164
H -6.461 -3.245 1.105
H -7.251 -4.412 3.003
H -6.685 -3.783 4.551
H -5.973 -5.247 3.887
H -3.939 -3.485 4.536
H -1.651 -2.962 4.297
H -1.973 -1.228 4.298
H -1.023 -1.952 3.001
H 0.773 -0.808 3.014
H 1.491 0.805 3.093
H 0.925 0.144 1.564
H 0.179 1.863 4.575
H -1.657 2.830 6.382
H -2.902 3.788 5.576
H -1.194 4.167 5.338
H -3.873 2.809 3.651
H -4.869 2.087 1.785
H -4.702 0.340 1.644
H -3.952 1.402 0.451
```

Values from the calculation:
multiplicity: 2
HOMO-LUMO gap (spin up / spin down): 0.2432 / 0.2262 Ha
M: 1151.61 g mol⁻¹
DFT total energy: -229542.2600 eV

---

No. 2
The following is a DFT calculation (ωB97M-V/def2-TZVPD) of a structure of composition C40H56CoN6OSi2.

Structure (XYZ):
```
106
Properties=species:S:1:pos:R:3
Co 1.073 -0.200 -0.420
C -4.219 3.554 -2.182
C -4.725 2.893 -0.923
C -6.055 3.003 -0.530
C -6.523 2.406 0.634
C -5.645 1.701 1.441
C -4.309 1.588 1.078
C -3.855 2.160 -0.110
N -2.494 2.077 -0.514
C -1.588 1.082 -0.260
N -2.130 -0.139 -0.050
C -1.584 -1.459 -0.185
C -0.219 -1.694 -0.278
C 0.177 -3.022 -0.493
C -0.737 -4.064 -0.561
C -2.092 -3.786 -0.415
C -2.541 -2.486 -0.230
C -4.019 -2.200 -0.087
N -0.296 1.311 -0.318
C 0.190 2.651 -0.512
C 1.055 2.861 -1.591
C 1.625 4.101 -1.830
C 1.338 5.162 -0.985
C 0.505 4.953 0.103
C -0.074 3.712 0.375
C -0.867 3.544 1.652
H -5.045 3.987 -2.744
H -3.703 2.838 -2.830
H -3.517 4.364 -1.958
H -6.738 3.565 -1.158
H -7.567 2.500 0.912
H -5.987 1.253 2.367
H -3.612 1.078 1.738
H -2.090 2.913 -0.902
H -3.133 -0.121 -0.080
H 1.238 -3.249 -0.603
H -0.405 -5.085 -0.725
H -2.818 -4.593 -0.452
H -4.592 -3.123 -0.152
H -4.389 -1.534 -0.878
H -4.254 -1.735 0.878
H 1.261 2.029 -2.257
H 2.290 4.236 -2.675
H 1.773 6.142 -1.157
H 0.306 5.773 0.789
H -0.454 4.194 2.427
H -0.824 2.516 2.009
H -1.919 3.813 1.537
C -0.769 0.201 3.658
Si 1.085 0.392 3.597
C 1.723 1.933 2.767
C 1.773 0.420 5.336
C 1.798 -1.125 2.747
C 2.952 -0.892 1.862
C 4.244 -1.207 2.320
C 5.356 -0.932 1.552
C 5.186 -0.360 0.297
C 3.906 -0.092 -0.115
N 2.804 -0.335 0.634
Si 1.451 -2.880 3.355
C -0.364 -3.268 3.136
C 1.857 -3.017 5.170
C 2.490 -4.101 2.403
H -1.253 1.039 4.177
H -1.006 -0.718 4.210
H -1.201 0.102 2.651
H 1.239 2.834 3.164
H 1.585 1.927 1.684
H 2.801 2.021 2.966
H 1.565 1.390 5.807
H 2.863 0.281 5.322
H 1.338 -0.364 5.968
H 4.341 -1.654 3.305
H 6.349 -1.162 1.922
H 6.028 -0.129 -0.346
H 3.724 0.352 -1.089
H -0.937 -3.007 4.036
H -0.497 -4.342 2.953
H -0.785 -2.728 2.282
H 1.233 -2.343 5.768
H 2.909 -2.792 5.389
H 1.655 -4.044 5.499
H 2.110 -4.215 1.383
H 2.442 -5.080 2.893
H 3.545 -3.809 2.344
C -0.962 0.072 -3.601
N 0.204 -0.435 -4.310
C 0.010 -0.870 -5.691
C 1.322 -0.771 -6.439
C 2.339 -1.632 -5.725
N 2.360 -1.320 -4.294
C 3.553 -1.734 -3.568
C 1.352 -0.681 -3.643
O 1.474 -0.350 -2.443
H -1.368 0.939 -4.125
H -0.675 0.363 -2.599
H -1.737 -0.696 -3.537
H -0.744 -0.226 -6.138
H -0.371 -1.896 -5.721
H 1.653 0.270 -6.445
H 1.208 -1.101 -7.471
H 3.339 -1.459 -6.123
H 2.105 -2.690 -5.870
H 4.397 -1.067 -3.773
H 3.825 -2.744 -3.881
H 3.358 -1.741 -2.503
```

Values from the calculation:
total charge: +1
multiplicity: 5
HOMO-LUMO gap (spin up / spin down): 0.3075 / 0.2645 Ha
energy relative to the best compared isomer or geometry (same formula, charge and spin): 0.000 eV
M: 752.03 g mol⁻¹
DFT total energy: -106758.1565 eV

---

No. 3
The following is a DFT calculation (ωB97M-V/def2-TZVPD) of a structure of composition C40H56FN7O3PS2W in a non-equilibrium geometry.

Structure (XYZ):
```
111
Properties=species:S:1:pos:R:3
W 0.596 0.809 0.956
C 1.552 -6.389 -0.136
C 2.684 -5.399 -0.396
N 2.199 -4.034 -0.371
C 2.046 -3.443 0.851
C 1.547 -2.212 1.051
C 1.388 -1.670 2.432
O 1.577 -2.343 3.420
O 0.976 -0.409 2.474
C 1.206 -1.300 -0.112
O 1.963 -0.136 0.020
C 1.428 -2.009 -1.438
C 1.134 -1.312 -2.594
C 1.086 -1.972 -3.808
F 0.810 -1.260 -4.931
C 1.261 -3.353 -3.889
C 1.658 -4.021 -2.736
C 1.788 -3.368 -1.509
N 0.955 -4.118 -5.036
C 1.920 -5.022 -5.608
C 1.183 -6.252 -6.146
N 0.186 -5.807 -7.156
C -0.767 -4.833 -6.558
C 0.018 -3.634 -6.018
H 1.939 -7.403 -0.084
H 0.798 -6.333 -0.918
H 1.080 -6.150 0.814
H 3.172 -5.592 -1.353
H 3.440 -5.495 0.387
H 2.355 -4.029 1.705
H 0.925 -0.249 -2.529
H 1.809 -5.084 -2.804
H 2.638 -5.335 -4.850
H 2.484 -4.548 -6.430
H 0.651 -6.746 -5.331
H 1.878 -6.958 -6.602
H -0.315 -6.613 -7.546
H 0.689 -5.339 -7.922
H -1.290 -5.328 -5.739
H -1.488 -4.519 -7.313
H -0.688 -2.949 -5.547
H 0.509 -3.101 -6.849
S 2.552 2.122 1.791
C 3.066 3.060 0.395
C 4.305 3.690 0.500
C 4.786 4.531 -0.492
C 6.062 5.122 -0.357
N 7.101 5.587 -0.231
C 3.989 4.769 -1.629
C 2.770 4.116 -1.753
C 2.301 3.245 -0.774
S 0.763 2.441 -1.111
C 4.414 5.662 -2.635
N 4.734 6.396 -3.455
H 4.891 3.511 1.389
H 2.166 4.272 -2.632
C -4.049 2.570 4.317
C -3.003 1.776 3.542
C -3.701 0.912 2.491
C -2.262 0.842 4.500
P -1.638 2.809 2.667
N -0.817 1.828 1.712
C -0.417 3.522 3.976
C 0.486 2.393 4.493
C 0.469 4.527 3.238
C -1.094 4.223 5.153
C -2.396 4.227 1.620
C -2.968 5.393 2.420
C -3.509 3.595 0.784
C -1.329 4.730 0.646
H -4.714 1.867 4.820
H -4.659 3.183 3.659
H -3.606 3.208 5.074
H -4.112 0.020 2.962
H -2.987 0.605 1.733
H -4.522 1.431 2.009
H -2.925 0.041 4.823
H -1.936 1.369 5.390
H -1.396 0.391 4.015
H 0.579 1.579 3.759
H 0.119 1.980 5.427
H 1.488 2.779 4.676
H 0.860 4.081 2.322
H 1.316 4.798 3.866
H -0.067 5.443 3.006
H -1.612 3.518 5.800
H -1.799 4.983 4.828
H -0.327 4.713 5.751
H -3.718 5.067 3.135
H -3.444 6.086 1.726
H -2.194 5.941 2.948
H -4.384 3.369 1.386
H -3.143 2.688 0.302
H -3.820 4.292 0.007
H -0.678 5.478 1.084
H -1.807 5.189 -0.217
H -0.724 3.893 0.288
C -1.321 -2.905 -0.696
C -1.371 -1.558 0.044
C -2.473 -0.697 -0.604
C -1.691 -1.841 1.529
N -0.160 -0.734 -0.019
H -2.297 -3.377 -0.607
H -0.580 -3.567 -0.256
H -1.094 -2.773 -1.751
H -3.465 -1.036 -0.318
H -2.381 -0.747 -1.686
H -2.332 0.349 -0.309
H -2.715 -2.186 1.652
H -1.538 -0.925 2.111
H -1.020 -2.605 1.922
```

Values from the calculation:
total charge: +1
HOMO-LUMO gap: 0.2149 Ha
energy relative to the best compared isomer or geometry (same formula, charge and spin): 0.479 eV
M: 980.88 g mol⁻¹
DFT total energy: -94460.7627 eV